Density functional theory data (wB97M-V/def2-TZVPD) for a structure of composition C44H30AsF3IO3OsS.

Molar mass (g/mol): 1087.84
Strongest force on any atom (eV Å⁻¹): 3.514
LUMO energy (spin up / spin down) (eV): -2.80 / -5.54
Orbital gap (spin up / spin down) (eV): 7.82 / 5.20
ΔE to the lowest compared entry with this formula, charge and spin (kcal/mol): 0.0
HOMO energy (spin up / spin down) (Ha): -0.3904 / -0.3946

```
! RIJCOSX wB97M-V def2-TZVPD def2/J DEFGRID3
* xyz 1 5
Os 1.086 -1.547 -0.021
I 4.144 -1.397 0.105
C 3.857 -1.228 2.235
C 4.974 -1.020 3.001
C 4.867 -1.000 4.398
C 3.653 -1.224 4.985
C 2.496 -1.431 4.208
C 1.262 -1.686 4.838
C 0.133 -1.924 4.103
C 0.198 -1.865 2.708
C 1.368 -1.569 2.029
C 2.568 -1.400 2.780
H 5.938 -0.884 2.535
H 5.747 -0.825 4.997
H 3.556 -1.244 6.060
H 1.235 -1.701 5.916
H -0.804 -2.152 4.587
H -0.721 -2.071 2.159
F 1.507 7.805 0.992
C 0.995 7.349 -0.166
F -0.273 7.799 -0.216
F 1.663 7.953 -1.152
C 1.049 5.844 -0.237
C 0.323 5.130 0.712
C 0.356 3.753 0.703
C 1.126 3.065 -0.247
C 1.834 3.796 -1.207
C 1.793 5.178 -1.204
C 1.157 1.654 -0.192
C 1.150 0.434 -0.048
H -0.265 5.659 1.447
H -0.215 3.199 1.429
H 2.414 3.278 -1.954
H 2.331 5.743 -1.950
C 4.631 -2.999 -5.854
C 3.577 -3.106 -4.802
C 3.170 -1.990 -4.078
C 2.176 -2.097 -3.121
C 1.597 -3.328 -2.880
C 1.990 -4.453 -3.578
C 2.973 -4.335 -4.541
S 0.350 -3.505 -1.627
O -0.350 -2.180 -1.611
O -0.489 -4.620 -1.897
O 1.088 -3.569 -0.333
H 5.182 -2.069 -5.763
H 4.170 -3.031 -6.840
H 5.324 -3.833 -5.784
H 3.634 -1.033 -4.261
H 1.843 -1.209 -2.583
H 1.513 -5.394 -3.351
H 3.283 -5.207 -5.097
C -3.057 2.276 -3.475
C -3.383 2.629 -2.176
C -2.976 1.842 -1.112
C -2.238 0.691 -1.361
C -1.901 0.344 -2.660
C -2.308 1.137 -3.718
As -1.838 -0.584 0.064
C -2.178 0.302 1.763
C -1.257 1.006 2.516
C -1.613 1.467 3.774
C -2.878 1.200 4.274
C -3.792 0.459 3.541
C -3.441 -0.026 2.285
C -4.248 -0.903 1.433
C -5.545 -1.340 1.679
C -6.171 -2.195 0.785
C -5.523 -2.629 -0.361
C -4.229 -2.207 -0.623
C -3.609 -1.344 0.261
H -3.390 2.887 -4.299
H -3.963 3.520 -1.991
H -3.240 2.112 -0.094
H -1.324 -0.554 -2.834
H -2.048 0.863 -4.729
H -0.255 1.139 2.124
H -0.898 2.015 4.368
H -3.149 1.557 5.254
H -4.762 0.241 3.960
H -6.065 -1.024 2.569
H -7.172 -2.541 0.991
H -6.018 -3.304 -1.043
H -3.693 -2.552 -1.502
*
```